[1]
{
  "formula": "C11H19AuN3O6P",
  "method": "ωB97M-V/def2-TZVPD",
  "species": ["O", "C", "Au", "C", "O", "C", "O", "C", "O", "C", "O", "H", "C", "N", "C", "P", "O", "N", "C", "C", "N", "C", "C", "H", "H", "H", "H", "H", "H", "H", "H", "H", "H", "H", "H", "H", "H", "H", "H", "H", "H"],
  "coordinates": [[0.4900, 3.3492, 0.5351], [0.1023, 4.0354, -0.2544], [-0.0076, -0.7646, -1.7636], [-0.0507, -2.8142, -0.9634], [-0.0270, -3.9492, -0.8369], [0.1558, -1.2300, -4.1674], [0.2402, -0.5990, -5.1513], [1.6136, 0.0491, -0.2937], [2.6193, 0.4776, 0.0554], [-2.0917, -0.2624, -0.8949], [-3.1092, 0.0581, -0.5118], [0.0533, 0.8578, -1.7808], [-2.6021, 0.5211, 3.0956], [-1.4707, 0.3810, 4.0025], [-1.8571, 0.1603, 5.3950], [0.0691, 0.1702, 3.3863], [0.0404, 0.5708, 1.9530], [0.9964, 1.1161, 4.4590], [2.4359, 1.1100, 4.1949], [0.5052, 2.4339, 4.8793], [0.7706, -1.3245, 3.7697], [1.0114, -1.7182, 5.1796], [0.5155, -2.4473, 2.8624], [-3.1625, 1.4147, 3.4011], [-3.2227, -0.3791, 3.1920], [-2.3426, 0.6360, 2.0358], [-2.6022, -0.6516, 5.4875], [-0.9652, -0.1032, 5.9761], [-2.3188, 1.0659, 5.8252], [2.7558, 1.7007, 3.3111], [2.9152, 1.5482, 5.0830], [2.7298, 0.0613, 4.0784], [0.0743, 2.9863, 4.0207], [-0.2511, 2.3084, 5.6724], [1.3565, 2.9977, 5.3020], [0.1455, -2.2181, 5.6479], [1.8514, -2.4254, 5.2556], [1.2720, -0.8407, 5.7853], [-0.4358, -2.9442, 3.1078], [0.4698, -2.1590, 1.8028], [1.3280, -3.1790, 2.9610]],
  "atomic_forces_ev_per_a": [[0.52, -0.88, 1.02], [-0.51, 0.89, -1.03], [-0.06, 0.37, 0.63], [0.25, -3.79, -0.48], [-0.12, 3.30, -0.05], [0.45, 3.62, -4.55], [-0.43, -3.41, 4.86], [3.58, 0.91, 1.39], [-3.07, -1.08, -1.08], [-2.36, 0.36, 0.68], [1.83, -0.41, -0.64], [0.00, 0.20, -0.92], [-0.30, -0.12, -0.47], [-1.58, -0.58, 0.44], [0.45, -0.26, 0.39], [3.61, 2.49, 0.46], [-0.13, -1.21, 0.83], [-1.11, -0.45, -1.20], [0.43, -0.18, 0.19], [-0.48, 0.15, -0.06], [-1.41, -0.16, -0.10], [0.33, 0.05, 0.39], [-0.09, -0.51, -0.23], [-0.07, -0.27, 0.09], [-0.18, 0.28, 0.14], [0.42, 0.03, 0.62], [0.25, 0.30, -0.28], [-0.31, 0.22, -0.09], [0.19, -0.17, -0.31], [-0.39, -0.34, 0.33], [0.06, -0.37, -0.33], [0.44, 0.36, -0.03], [0.22, 0.02, 0.51], [0.28, 0.27, -0.32], [-0.56, -0.21, -0.27], [0.09, 0.14, -0.41], [-0.25, 0.18, -0.41], [-0.15, -0.25, -0.37], [0.27, -0.02, 0.06], [0.09, 0.37, 0.49], [-0.21, 0.18, 0.11]],
  "spin_multiplicity": 3,
  "de_lowest_kj_mol": 38.4,
  "charge": 2,
  "e_lumo_ev": [-6.8, -10.3],
  "homo_ha": [-0.5477, -0.5641]
}

[2]
{
  "formula": "C11H19AuN3O6P",
  "method": "ωB97M-V/def2-TZVPD",
  "species": ["O", "C", "Au", "C", "O", "C", "O", "C", "O", "C", "O", "H", "C", "N", "C", "P", "O", "N", "C", "C", "N", "C", "C", "H", "H", "H", "H", "H", "H", "H", "H", "H", "H", "H", "H", "H", "H", "H", "H", "H", "H"],
  "coordinates": [[-3.3798, 2.0119, -0.8133], [-3.8471, 2.6847, -1.6460], [1.0352, 3.8284, -1.7243], [3.0599, 3.1787, -1.2099], [4.1686, 3.0577, -0.9940], [1.2427, 5.9077, -2.4857], [0.9500, 6.9182, -2.8980], [0.0249, 3.2905, 0.2153], [-0.5374, 3.4052, 1.2118], [0.6930, 2.2663, -3.2745], [0.4098, 1.5089, -4.0835], [-0.4983, 4.2520, -1.9629], [-0.2847, -1.5388, -2.1846], [-0.3075, -1.9032, -0.7748], [-0.1179, -3.3218, -0.5171], [-0.2514, -0.7301, 0.3949], [-0.5218, 0.5707, -0.2263], [-1.3241, -1.2816, 1.5754], [-1.4438, -0.4483, 2.7669], [-2.5719, -1.9055, 1.1663], [1.1639, -0.7722, 1.3490], [1.4596, -1.9349, 2.2021], [2.3591, -0.0761, 0.8644], [-1.1174, -2.0791, -2.6621], [0.6880, -1.8688, -2.5844], [-0.4011, -0.4610, -2.3690], [0.7257, -3.7313, -1.0925], [0.0694, -3.5147, 0.5450], [-0.9922, -3.9116, -0.8278], [-2.0174, 0.4755, 2.5750], [-1.9910, -1.0414, 3.5133], [-0.4290, -0.2165, 3.1148], [-3.0183, -1.3327, 0.3394], [-2.4266, -2.9527, 0.8651], [-3.2562, -1.8987, 2.0217], [2.0258, -2.7353, 1.7004], [2.0670, -1.6458, 3.0708], [0.5429, -2.3804, 2.6007], [2.9399, -0.7144, 0.1785], [2.1233, 0.8533, 0.3316], [2.9863, 0.1873, 1.7284]],
  "atomic_forces_ev_per_a": [[-1.80, 2.60, -3.21], [1.81, -2.60, 3.22], [0.00, -0.10, -0.02], [2.90, 0.15, 0.51], [-2.52, 0.10, -0.46], [-0.01, 1.83, -0.63], [0.36, -1.52, 0.60], [-1.63, 0.16, 4.05], [1.62, -0.33, -3.32], [-0.56, -2.58, -2.78], [0.63, 2.12, 2.27], [-0.85, 0.34, -0.23], [0.25, 0.10, -0.42], [0.60, -0.58, -0.15], [0.27, -0.54, 0.31], [-2.32, 0.18, 2.49], [0.72, 0.36, -0.14], [0.93, 0.25, -1.21], [0.03, -0.07, 0.36], [-0.40, -0.14, -0.48], [0.64, -0.80, -1.01], [-0.11, -0.21, 0.79], [0.31, 0.25, -0.09], [0.39, 0.09, -0.06], [-0.43, -0.04, -0.22], [-0.07, -0.53, 0.46], [-0.10, 0.33, 0.04], [-0.21, 0.13, -0.25], [-0.02, 0.33, 0.06], [0.34, -0.23, 0.03], [0.39, 0.31, -0.02], [-0.42, 0.20, 0.25], [-0.21, -0.29, 0.17], [-0.06, 0.33, 0.04], [0.10, 0.01, -0.32], [-0.08, 0.37, -0.28], [-0.03, 0.29, -0.36], [0.11, 0.25, -0.28], [-0.06, 0.05, 0.32], [-0.34, -0.34, 0.21], [-0.15, -0.22, -0.22]],
  "spin_multiplicity": 3,
  "de_lowest_kj_mol": 0.0,
  "charge": 2,
  "e_lumo_ev": [-6.3, -10.3],
  "homo_ha": [-0.5237, -0.5625]
}

[3]
{
  "formula": "C11H19B11Br6ClNO4Pt",
  "method": "ωB97M-V/def2-TZVPD",
  "species": ["Pt", "Br", "B", "B", "C", "B", "B", "B", "B", "B", "Br", "B", "Br", "B", "Br", "B", "Br", "B", "Br", "H", "H", "H", "H", "H", "H", "C", "C", "C", "O", "H", "H", "H", "H", "H", "H", "H", "O", "N", "O", "O", "Cl", "C", "C", "C", "C", "C", "C", "C", "H", "H", "H", "H", "H", "H"],
  "coordinates": [[1.3600, -0.1494, 0.9425], [1.2350, -2.7337, 1.7987], [1.0762, -3.2337, -0.1269], [-0.4494, -3.7367, -0.8774], [-0.3510, -3.1329, -2.4709], [0.2292, -2.1354, -1.2317], [1.0321, -2.1899, -2.8064], [0.8690, -3.8417, -3.4272], [-0.0446, -4.7942, -2.2377], [0.9022, -4.8989, -0.7286], [0.8021, -6.4417, 0.4735], [1.7387, -4.9620, -2.3390], [2.5511, -6.6117, -3.0198], [2.4177, -3.3114, -2.7091], [4.0342, -3.0358, -3.7822], [2.0027, -2.2802, -1.3225], [3.1380, -0.7993, -0.5815], [2.4612, -3.9918, -1.0066], [4.1445, -4.4128, -0.0697], [-1.4800, -3.8370, -0.3320], [-1.2765, -2.8661, -2.9595], [-0.3564, -1.1635, -0.9159], [0.9675, -1.2799, -3.5339], [0.6788, -4.0385, -4.5669], [-0.8148, -5.5930, -2.6130], [-2.1682, 1.5251, 2.7908], [-1.4509, 0.5362, 1.8565], [-2.0193, -0.8786, 2.0624], [-0.0982, 0.6294, 2.0786], [-3.2226, 1.5813, 2.5420], [-1.7211, 2.5122, 2.7004], [-2.0636, 1.1871, 3.8174], [-1.6864, 0.8311, 0.8106], [-1.7908, -1.2224, 3.0669], [-1.5948, -1.5766, 1.3451], [-3.0975, -0.8559, 1.9324], [1.1760, 3.5611, -0.5847], [1.5516, 2.5452, -1.4266], [2.2512, 2.8799, -2.3186], [1.1379, 1.4422, -1.1787], [-2.6560, 7.8298, 2.8018], [-1.7582, 6.5173, 2.1314], [-0.5846, 6.1038, 2.7451], [0.1207, 5.0385, 2.2172], [-0.3364, 4.3853, 1.0815], [0.3864, 3.1864, 0.5424], [-1.5080, 4.8176, 0.4703], [-2.2197, 5.8830, 0.9874], [-0.2363, 6.6025, 3.6372], [1.0281, 4.7095, 2.6988], [-0.3415, 2.4340, 0.2267], [1.0415, 2.7371, 1.3006], [-1.8720, 4.3185, -0.4139], [-3.1348, 6.2110, 0.5226]],
  "atomic_forces_ev_per_a": [[-2.04, -0.25, 1.16], [0.02, 1.23, -0.41], [0.11, -0.10, -0.52], [0.29, 0.00, -0.02], [0.59, -0.20, 0.32], [0.04, -0.05, -0.02], [0.15, -0.18, 0.09], [0.12, -0.06, 0.20], [0.32, 0.09, 0.07], [0.16, 0.05, -0.07], [0.03, 0.32, -0.17], [0.01, 0.01, 0.03], [-0.14, 0.39, 0.18], [-0.04, -0.23, 0.18], [-0.30, -0.04, 0.28], [-0.32, -0.41, -0.02], [0.50, -0.53, -0.48], [0.06, 0.05, 0.02], [-0.61, 0.09, -0.35], [-0.19, 0.02, 0.14], [0.06, 0.05, 0.04], [-0.09, 0.17, 0.10], [0.00, 0.28, -0.14], [0.02, 0.03, -0.17], [-0.11, -0.13, -0.03], [0.55, -0.21, -0.23], [-1.38, -0.43, -0.68], [0.32, 0.48, -0.10], [2.21, -0.43, 0.02], [-0.15, 0.00, -0.07], [-0.04, 0.13, 0.02], [0.02, -0.01, 0.18], [-0.01, -0.01, 0.13], [0.04, -0.08, 0.16], [0.04, -0.11, -0.08], [-0.15, -0.06, -0.03], [0.46, 0.90, -0.63], [0.00, 0.70, 0.45], [0.18, 0.17, -0.35], [-0.44, -1.20, 0.33], [-0.08, 0.12, 0.05], [0.23, -0.20, -0.06], [-0.15, 0.14, 0.10], [-0.06, -0.04, -0.17], [0.20, -0.01, -0.17], [-0.52, -0.71, 0.60], [0.12, 0.05, 0.11], [-0.03, 0.05, 0.08], [-0.01, 0.06, 0.03], [0.12, -0.06, 0.07], [0.16, 0.11, 0.09], [-0.16, 0.14, -0.14], [-0.06, -0.11, -0.13], [-0.10, 0.06, -0.05]],
  "e_lumo_ev": [-3.1, -3.1],
  "homo_ha": [-0.3571, -0.3571]
}